{"formula": "C34H80Cl4NO11P2", "method": "ωB97M-V/def2-TZVPD", "homo_energy_ev": -11.4, "energy_ev": -129222.43700, "homo_lumo_gap_ha": 0.298, "total_charge": 1, "species": ["C", "C", "C", "O", "C", "C", "Cl", "C", "C", "Cl", "C", "C", "N", "C", "P", "P", "O", "O", "O", "C", "Cl", "C", "C", "Cl", "H", "H", "H", "H", "H", "H", "H", "H", "H", "H", "H", "H", "H", "H", "H", "H", "H", "H", "H", "H", "H", "H", "H", "H", "C", "C", "C", "O", "H", "H", "H", "H", "H", "H", "H", "H", "C", "C", "C", "O", "H", "H", "H", "H", "H", "H", "H", "H", "C", "C", "C", "O", "H", "H", "H", "H", "H", "H", "H", "H", "C", "C", "C", "O", "H", "H", "H", "H", "H", "H", "H", "H", "C", "C", "C", "O", "H", "H", "H", "H", "H", "H", "H", "H", "C", "C", "C", "O", "H", "H", "H", "H", "H", "H", "H", "H", "C", "C", "C", "O", "H", "H", "H", "H", "H", "H", "H", "H"], "positions_angstrom": [[4.994, -3.106, 3.257], [3.771, -4.022, 2.624], [2.265, -3.549, 3.167], [1.607, -2.580, 2.275], [0.615, -1.767, 2.997], [-0.609, -2.531, 3.782], [-0.308, -3.188, 5.491], [-1.725, -1.330, 3.785], [-3.299, -1.672, 4.089], [-3.520, -1.853, 5.956], [-4.362, -0.504, 3.628], [-5.674, -1.228, 2.953], [-1.405, -0.447, 2.561], [-0.025, -0.641, 1.944], [0.678, 1.170, 2.075], [2.851, 1.172, 2.255], [3.618, 1.531, 0.883], [3.490, -0.272, 2.990], [3.253, 2.513, 3.347], [0.102, -1.143, 0.388], [1.440, -0.348, -0.673], [-0.712, -2.198, -0.276], [-0.478, -2.666, -1.857], [-2.066, -3.070, 0.644], [5.285, -2.324, 2.407], [4.580, -2.443, 4.153], [5.934, -3.722, 3.584], [3.818, -4.066, 1.443], [3.971, -5.132, 3.007], [1.619, -4.550, 3.163], [2.299, -3.194, 4.281], [1.122, -1.161, 3.891], [-0.778, -3.496, 3.139], [-1.416, -0.724, 4.764], [-3.636, -2.720, 3.644], [-4.750, 0.063, 4.599], [-3.915, 0.317, 2.924], [-6.136, -2.050, 3.664], [-6.499, -0.391, 2.803], [-5.446, -1.740, 1.921], [-1.303, 0.499, 3.039], [-2.145, -0.339, 1.831], [0.342, 1.887, 0.838], [4.478, -0.075, 3.144], [2.858, 2.211, 4.218], [-0.125, -1.793, -2.551], [0.385, -3.479, -1.830], [-1.440, -3.211, -2.246], [0.860, 1.802, -5.443], [-0.332, 1.868, -4.501], [0.030, 2.561, -3.197], [-0.787, 0.547, -4.222], [1.682, 1.231, -4.996], [0.588, 1.290, -6.372], [1.224, 2.804, -5.689], [-1.155, 2.403, -4.986], [0.823, 2.017, -2.671], [-0.833, 2.591, -2.524], [0.370, 3.586, -3.376], [-0.062, 0.064, -3.791], [5.060, 3.362, -4.723], [3.868, 3.428, -3.781], [4.230, 4.121, -2.477], [3.413, 2.107, -3.502], [5.882, 2.791, -4.276], [4.788, 2.850, -5.652], [5.424, 4.364, -4.969], [3.045, 3.963, -4.266], [5.023, 3.577, -1.951], [3.367, 4.151, -1.804], [4.570, 5.146, -2.656], [4.138, 1.624, -3.071], [-3.624, 3.436, -0.050], [-4.104, 2.909, 1.293], [-4.781, 4.000, 2.107], [-2.993, 2.396, 2.023], [-2.888, 4.237, 0.084], [-3.128, 2.643, -0.619], [-4.458, 3.824, -0.642], [-4.803, 2.081, 1.135], [-4.086, 4.821, 2.317], [-5.110, 3.609, 3.076], [-5.650, 4.405, 1.579], [-2.367, 3.124, 2.169], [-10.992, 0.028, 4.492], [-9.703, -0.385, 3.800], [-9.639, -1.890, 3.600], [-8.590, 0.035, 4.585], [-11.067, -0.429, 5.486], [-11.019, 1.113, 4.641], [-11.867, -0.267, 3.906], [-9.629, 0.119, 2.830], [-9.666, -2.415, 4.561], [-8.700, -2.174, 3.111], [-10.474, -2.243, 2.986], [-8.648, -0.407, 5.448], [-3.682, -5.923, 8.468], [-2.466, -6.357, 7.666], [-1.188, -5.757, 8.229], [-2.624, -5.947, 6.310], [-3.802, -4.834, 8.439], [-4.596, -6.352, 8.045], [-3.599, -6.237, 9.513], [-2.393, -7.450, 7.671], [-1.219, -4.662, 8.191], [-0.322, -6.069, 7.634], [-1.029, -6.067, 9.266], [-2.689, -4.978, 6.296], [8.648, 4.505, -8.313], [7.188, 4.567, -7.892], [6.390, 5.493, -8.796], [7.104, 5.032, -6.547], [9.116, 5.494, -8.250], [9.213, 3.845, -7.646], [8.748, 4.136, -9.338], [6.754, 3.562, -7.919], [6.778, 6.517, -8.750], [5.344, 5.538, -8.473], [6.422, 5.154, -9.836], [7.487, 5.924, -6.513], [2.943, -1.577, -6.888], [4.141, -0.979, -7.610], [5.415, -1.141, -6.796], [3.906, 0.406, -7.848], [2.774, -1.076, -5.928], [2.031, -1.442, -7.480], [3.087, -2.646, -6.704], [4.262, -1.464, -8.585], [5.334, -0.625, -5.833], [6.267, -0.696, -7.322], [5.633, -2.197, -6.609], [3.797, 0.844, -6.988]], "forces_ev_per_a": [[-0.6620, 1.1939, -0.8746], [0.2453, -0.2709, 0.7124], [0.5400, -2.3526, 0.2313], [-1.3760, 0.8220, 2.1937], [1.6394, 0.7532, 1.3395], [-0.1879, -0.2456, -2.3976], [-0.0231, 1.1056, -1.7586], [0.4295, -1.4099, 2.9122], [-0.6324, -0.0861, -0.8726], [0.5009, -0.0111, -1.8003], [-0.9266, -0.3287, 0.4505], [-0.4310, 0.4852, 0.0079], [-0.7127, 1.2742, 0.4939], [1.7565, -1.9302, -1.0971], [-1.0655, -0.1989, 1.0091], [7.0623, 1.9616, -3.7738], [-3.3867, -1.5081, 5.3766], [-0.2428, 3.3371, -0.6063], [-2.1703, -3.9826, -0.6014], [-2.7526, -2.9302, -1.7822], [-2.1577, -1.3635, 1.9014], [2.5275, 2.9289, 0.3413], [0.1848, -0.8255, 1.1303], [1.8867, 1.3316, -1.0902], [-0.2913, -1.7029, 1.9074], [0.9698, -1.6628, -1.7241], [-1.9586, 1.1925, -0.6901], [-0.2480, 0.2655, 2.5265], [-0.8206, 2.3714, -0.8050], [1.1334, 2.1630, 0.0225], [0.1246, -0.3503, -2.1636], [-0.5735, -1.0690, -1.8969], [-0.4094, 1.9935, 1.2780], [-0.5112, -0.9028, -2.3165], [0.9463, 2.3139, 0.9014], [1.0453, -1.2430, -2.1254], [-0.7127, -1.6408, 1.2052], [1.0783, 1.7609, -1.3118], [1.6985, -1.8876, 0.2753], [-0.2772, 1.0708, 1.9746], [-0.5905, -0.7889, -1.0384], [0.3487, -0.3684, 0.7275], [0.8368, -1.0565, 0.6479], [-1.9250, -0.3426, -0.4096], [0.7016, 0.8244, -0.9293], [-0.9522, -1.6215, 1.6372], [-1.7462, 1.7287, -0.0016], [1.8508, 1.3438, 0.7812], [-0.0081, -0.1345, -0.3881], [0.6806, 0.0049, 0.1762], [-0.1544, 0.1487, 0.2757], [-0.2541, -0.4098, 0.1766], [-0.0939, 0.2361, 0.1051], [-0.0669, 0.1703, 0.0892], [0.0242, -0.1193, 0.0203], [-0.0307, -0.2895, 0.0908], [0.0859, 0.1016, -0.2254], [-0.0332, 0.0698, -0.1408], [0.0115, -0.1066, 0.0655], [-0.1869, 0.3815, -0.2768], [-0.1268, 0.1718, -0.1989], [0.7743, -0.0355, 0.1908], [-0.2135, 0.2029, 0.1870], [-0.2075, -0.5221, 0.1464], [-0.0462, 0.1353, 0.0862], [-0.0060, 0.1449, 0.0472], [0.0234, -0.2632, -0.0301], [-0.0401, -0.2541, 0.0690], [0.0036, 0.0516, -0.1472], [0.0800, 0.0275, -0.1128], [-0.0079, -0.1204, 0.0370], [-0.2333, 0.3109, -0.1555], [0.0478, -0.2249, -0.2551], [-0.1984, 0.8660, -0.3293], [-0.2214, -0.1008, 0.2726], [0.7661, -0.5419, 0.3546], [-0.1630, 0.0357, 0.0724], [-0.1438, 0.0581, 0.0164], [0.1535, -0.0356, 0.0695], [0.2229, -0.0454, 0.1364], [-0.0317, -0.0385, -0.1731], [-0.0306, 0.0184, -0.1718], [0.1401, -0.0335, 0.0860], [-0.3412, -0.1850, -0.0562], [-0.1848, 0.3063, -0.0731], [-0.3424, -0.4185, 0.4902], [0.1200, -0.1680, -0.2714], [0.3932, 0.1131, 0.1196], [0.0226, -0.1032, -0.1421], [0.0029, -0.1571, -0.1039], [0.0749, 0.0299, 0.1104], [0.1733, 0.0392, 0.1957], [-0.1324, 0.1067, -0.0373], [-0.1457, 0.0645, -0.0220], [0.1050, -0.0099, 0.0945], [-0.0474, 0.1956, -0.3798], [-0.2882, -0.2133, 0.0803], [-0.0496, 0.6247, 0.2423], [0.3337, -0.1813, 0.0185], [-0.0092, 0.0531, -0.3767], [0.1528, -0.0420, 0.0514], [0.1696, -0.0145, 0.0814], [-0.0420, 0.0733, -0.1013], [-0.0286, 0.1704, -0.2225], [-0.1534, -0.0377, 0.0986], [-0.1233, -0.0542, 0.0995], [0.0166, 0.0860, -0.1090], [0.0198, -0.3798, 0.1048], [0.2161, -0.2933, 0.0172], [0.3007, 0.5552, -0.2733], [-0.3389, -0.0502, -0.1070], [-0.0034, 0.1268, 0.3030], [-0.1402, -0.0172, -0.0980], [-0.1264, 0.0337, -0.1218], [0.0280, 0.0666, 0.1073], [0.0100, 0.1468, 0.2223], [0.1126, -0.1216, -0.0430], [0.1351, -0.0898, -0.0666], [-0.0133, 0.0827, 0.1020], [-0.1339, -0.3956, -0.0786], [-0.3028, -0.1988, -0.1539], [-0.0316, 0.1705, 0.6604], [0.3396, -0.0812, -0.1292], [-0.0384, 0.2134, -0.0936], [0.1575, -0.0312, -0.0125], [0.1607, -0.0595, 0.0304], [-0.0378, 0.0929, 0.0125], [-0.0525, 0.2654, 0.0489], [-0.1276, -0.0908, -0.0262], [-0.1376, -0.1187, 0.0193], [0.0105, 0.1105, 0.0187], [0.0385, -0.2164, -0.3147]]}